(1)
Here is C18H47N4O2P2S as an isolated structure from OMol25. Energies are from the ωB97M-V functional and the def2-TZVPD basis.

Last column: Löwdin charge in e.
Cartesian coordinates (Å):
C (0.6965, 3.5652, 0.2537)  -0.087
C (-0.2836, 3.0594, -0.8135)  -0.221
C (-1.0233, 1.7332, -0.5422)  -0.173
C (-1.3085, 1.4626, 0.9348)  -0.154
N (-1.7958, 0.0857, 1.2309)  -0.108
C (-1.0118, -0.8113, 1.7745)  -0.467
N (0.3339, -0.6154, 2.0788)  0.056
C (1.3794, -0.4487, 1.0216)  -0.360
C (2.5808, 0.2790, 1.6358)  -0.031
C (1.7811, -1.7924, 0.4146)  -0.234
C (0.8602, -2.2729, -0.7195)  -0.095
N (-1.5956, -2.0210, 2.1361)  -0.591
S (-0.5672, -3.4190, 2.2233)  0.836
P (-2.5570, -2.0142, 3.6232)  0.605
N (-3.4402, -3.2406, 3.8727)  -0.233
P (-3.5806, -0.3470, 1.0038)  1.025
C (-3.8297, 0.0004, -0.7633)  -0.266
C (-4.2916, 1.1672, 1.7808)  -0.416
C (-5.6113, 0.8329, 2.5096)  -0.149
H (1.5424, 4.0655, -0.2196)  0.078
H (0.2360, 4.3041, 0.9129)  0.080
H (1.1066, 2.7685, 0.8748)  0.044
H (-1.0194, 3.8362, -1.0264)  0.105
H (0.2547, 2.9282, -1.7530)  0.092
H (-1.9740, 1.8039, -1.0587)  0.085
H (-0.5035, 0.8882, -1.0011)  0.103
H (-2.1002, 2.1319, 1.2728)  0.107
H (-0.4433, 1.6640, 1.5609)  0.102
H (0.4394, 0.1106, 2.7772)  0.129
H (0.9730, 0.1498, 0.2036)  0.109
H (2.3152, 0.8918, 2.4996)  0.078
H (3.3472, -0.4329, 1.9474)  0.084
H (3.0353, 0.9384, 0.8970)  0.089
H (2.7909, -1.6636, 0.0263)  0.113
H (1.8152, -2.5343, 1.2133)  0.065
H (-0.0502, -1.6638, -0.7878)  0.056
H (1.3598, -2.2183, -1.6851)  0.082
H (0.5352, -3.3036, -0.5781)  0.051
H (0.2446, -2.9966, 3.2059)  -0.106
H (-1.4885, -1.8320, 4.5066)  0.016
H (-3.1484, -0.7453, 3.5426)  -0.017
H (-4.4294, -3.0363, 3.8228)  -0.016
H (-4.7941, -0.4611, -0.9895)  0.052
H (-3.8751, 1.0544, -1.0275)  0.037
H (-3.0732, -0.5060, -1.3641)  0.051
H (-4.4621, 1.9245, 1.0147)  0.079
H (-3.5603, 1.5622, 2.4886)  0.068
H (-6.4680, 0.9817, 1.8519)  0.076
H (-5.6431, -0.2082, 2.8420)  0.049
H (-5.7411, 1.4646, 3.3861)  0.076
C (4.6500, -6.5424, 0.2404)  -0.056
C (4.4737, -5.0344, 0.2079)  -0.494
C (4.6392, -4.4103, 1.5847)  -0.059
O (3.2081, -4.6807, -0.3587)  -0.062
H (3.8961, -6.9965, 0.8900)  0.083
H (4.5352, -6.9624, -0.7579)  0.082
H (5.6334, -6.8166, 0.6225)  0.084
H (5.2041, -4.5990, -0.4758)  0.139
H (3.8839, -4.8077, 2.2702)  0.081
H (4.5193, -3.3274, 1.5328)  0.064
H (5.6210, -4.6301, 2.0041)  0.083
H (2.5256, -5.0635, 0.2022)  0.081
C (1.3328, 3.9965, -4.8236)  -0.061
C (-0.1301, 4.3802, -4.9782)  -0.499
C (-0.3151, 5.5481, -5.9312)  -0.058
O (-0.7178, 4.6645, -3.7032)  -0.068
H (1.9014, 4.8360, -4.4139)  0.083
H (1.4413, 3.1482, -4.1463)  0.068
H (1.7741, 3.7284, -5.7835)  0.083
H (-0.6925, 3.5205, -5.3466)  0.136
H (0.2090, 6.4301, -5.5526)  0.084
H (-1.3706, 5.7975, -6.0318)  0.081
H (0.0838, 5.3175, -6.9190)  0.083
H (-0.2631, 5.4339, -3.3445)  0.087

* total charge: +1
* HOMO-LUMO gap: 8.79 eV

(2)
Here is C6H9N in the gas phase from OMol25. Energies are from the ωB97M-V functional and the def2-TZVPD basis.

Last column: natural (NBO) charge in e.
Cartesian coordinates (Å):
C (-1.4558, 1.1226, -0.7028)  -0.654
C (-0.1352, 0.5011, -0.3962)  0.191
C (0.1453, -0.8378, -0.2926)  -0.157
C (-0.8259, -1.4538, 0.6942)  -0.609
C (1.5715, -0.9457, -0.1273)  -0.280
C (2.0503, 0.3191, 0.0435)  -0.082
N (1.0056, 1.2058, -0.1346)  -0.530
H (-2.1331, 0.3572, -1.0977)  0.235
H (-1.3162, 1.8617, -1.4982)  0.226
H (-1.9459, 1.6061, 0.1497)  0.212
H (-1.8797, -1.3554, 0.4202)  0.209
H (-0.7101, -0.8663, 1.6252)  0.190
H (-0.5673, -2.4781, 0.9331)  0.213
H (2.1796, -1.8442, -0.1584)  0.220
H (3.0383, 0.6679, 0.3019)  0.210
H (0.9786, 2.1398, 0.2401)  0.408

* HOMO-LUMO gap: 8.65 eV
* relative energy (zero: lowest compared OMol25 entry of this formula, charge and spin): 34.4 kcal per mole

(3)
Here is C20H17N3O2S in the gas phase from OMol25. Energies are from the ωB97M-V functional and the def2-TZVPD basis.

Last column: natural (NBO) charge in e.
Cartesian coordinates (Å):
C (5.3011, 1.3484, 4.1260)  -0.633
C (4.0827, 1.6623, 3.3113)  -0.016
C (3.1295, 2.5476, 3.7979)  -0.221
C (2.0001, 2.8523, 3.0586)  -0.199
C (1.7994, 2.2599, 1.8297)  -0.248
C (2.7413, 1.3606, 1.3283)  0.106
C (3.9016, 1.0704, 2.0620)  0.053
C (4.9099, 0.1061, 1.5181)  -0.658
H (5.9094, 0.5362, 1.5533)  0.213
H (4.9195, -0.8102, 2.1085)  0.216
H (4.6648, -0.1439, 0.4903)  0.238
N (2.6201, 0.7906, 0.0749)  -0.495
C (1.5596, 0.4150, -0.4851)  0.310
N (1.5704, -0.0732, -1.7647)  -0.603
C (0.4058, -0.5406, -2.3113)  0.640
O (0.3320, -0.9991, -3.4282)  -0.570
C (-0.6850, -0.3912, -1.3302)  -0.243
C (-1.9943, -0.7280, -1.4648)  -0.055
C (-2.8204, -1.3124, -2.4892)  -0.053
C (-2.5713, -1.7730, -3.7733)  -0.168
C (-3.6286, -2.2910, -4.5060)  -0.245
C (-4.9087, -2.3515, -3.9763)  -0.174
C (-5.1789, -1.8952, -2.6916)  -0.264
C (-4.1302, -1.3794, -1.9603)  0.166
N (-4.1442, -0.8661, -0.6708)  -0.408
C (-2.8934, -0.4599, -0.3164)  0.646
O (-2.5639, 0.0385, 0.7468)  -0.594
C (-5.2962, -0.7686, 0.1823)  -0.416
H (-4.9705, -0.3243, 1.1221)  0.245
H (-6.0598, -0.1349, -0.2739)  0.205
H (-5.7171, -1.7577, 0.3745)  0.205
H (-6.1770, -1.9447, -2.2849)  0.219
H (-5.7135, -2.7598, -4.5693)  0.215
H (-3.4510, -2.6535, -5.5070)  0.216
H (-1.5768, -1.7254, -4.1842)  0.253
S (-0.1260, 0.3275, 0.1529)  0.397
H (2.4337, -0.0971, -2.2895)  0.432
H (0.9310, 2.5080, 1.2392)  0.217
H (1.2729, 3.5517, 3.4430)  0.213
H (3.2764, 3.0071, 4.7648)  0.206
H (5.2605, 1.8535, 5.0875)  0.216
H (5.3817, 0.2762, 4.2991)  0.217
H (6.2036, 1.6690, 3.6061)  0.217

* HOMO-LUMO gap: 6.94 eV
* relative energy (zero: lowest compared OMol25 entry of this formula, charge and spin): 0.0 kcal per mole

(4)
Here is a 6-piece molecular cluster, C32H60ClO18P overall from OMol25. Energies are from the ωB97M-V functional and the def2-TZVPD basis.

Last column: Löwdin charge in e.
Cartesian coordinates (Å):
C (-6.4559, 5.5833, 1.2382)  0.021
C (-5.6949, 6.3473, 0.1838)  -0.527
O (-5.9371, 7.4879, -0.0584)  0.125
O (-4.7423, 5.6932, -0.5262)  -0.017
C (-3.6577, 5.1270, 0.2474)  -0.164
C (-3.1895, 3.8594, -0.4499)  -0.171
C (-4.0641, 2.6241, -0.1474)  -0.185
C (-3.3698, 1.5662, 0.7159)  -0.161
C (-2.3785, 0.5712, 0.0549)  -0.082
C (-2.9906, -0.4068, -0.9058)  -0.446
O (-2.9604, -1.5834, -0.7562)  0.155
O (-3.6942, 0.0663, -2.0091)  -0.089
C (-2.9716, 0.2797, -3.2014)  -0.838
Cl (-1.8774, 1.7104, -3.0961)  0.756
C (-2.2287, -0.9721, -3.6846)  -0.191
C (-0.7255, -0.9265, -3.8054)  -0.214
O (-0.0708, -0.8712, -2.5219)  -0.029
C (0.9538, -0.0072, -2.4511)  -0.395
O (1.3082, 0.5113, -1.4519)  0.109
P (-4.2634, 0.7329, -4.5654)  0.869
O (-5.5992, 0.0902, -3.8796)  -0.260
O (-4.4236, 2.3393, -4.4189)  -0.308
H (-7.5025, 5.8556, 1.1466)  0.094
H (-6.3114, 4.5129, 1.1184)  0.067
H (-6.0862, 5.8810, 2.2190)  0.097
H (-3.9846, 4.9188, 1.2674)  0.124
H (-2.8447, 5.8529, 0.2396)  0.131
H (-3.2517, 4.0830, -1.5143)  0.098
H (-2.1375, 3.6702, -0.2383)  0.119
H (-4.9143, 2.9880, 0.4364)  0.092
H (-4.4841, 2.2158, -1.0621)  0.085
H (-4.0988, 0.9852, 1.2841)  0.117
H (-2.7742, 2.1081, 1.4554)  0.119
H (-1.5188, 1.0826, -0.3816)  0.104
H (-1.9842, -0.0472, 0.8608)  0.130
H (-2.5825, -1.1650, -4.7027)  0.094
H (-2.5242, -1.8415, -3.0985)  0.124
H (-0.4085, -1.8589, -4.2786)  0.131
H (-0.4006, -0.1217, -4.4642)  0.105
H (1.4951, 0.1319, -3.3983)  0.150
H (-6.0043, 0.7037, -3.2484)  0.064
H (-4.7129, 2.6637, -3.5512)  0.054
O (2.0405, 2.3532, 1.9342)  0.096
C (3.2072, 2.1708, 1.7144)  -0.530
O (3.9267, 3.1731, 1.1727)  -0.004
C (5.3492, 3.1204, 1.0137)  -0.238
C (5.7583, 2.3869, -0.2466)  -0.060
C (3.8738, 0.8399, 1.9631)  0.016
H (5.8184, 2.7022, 1.9051)  0.111
H (5.6594, 4.1624, 0.9542)  0.120
H (5.4434, 1.3441, -0.2292)  0.069
H (6.8416, 2.4129, -0.3651)  0.082
H (5.2970, 2.8541, -1.1168)  0.082
H (3.6625, 0.1792, 1.1233)  0.099
H (3.4581, 0.4069, 2.8701)  0.089
H (4.9492, 0.9051, 2.1032)  0.065
O (-1.2076, -7.0926, 2.5073)  0.101
C (-1.8203, -6.7381, 1.5374)  -0.533
O (-1.9410, -5.4213, 1.2892)  0.004
C (-2.5174, -4.9119, 0.0796)  -0.234
C (-4.0288, -4.8613, 0.1490)  -0.064
C (-2.5107, -7.7389, 0.6359)  0.008
H (-2.1595, -5.4809, -0.7802)  0.113
H (-2.1282, -3.9018, -0.0264)  0.106
H (-4.4626, -5.8535, 0.2780)  0.066
H (-4.4337, -4.4228, -0.7629)  0.080
H (-4.3422, -4.2549, 0.9985)  0.085
H (-3.4579, -8.0197, 1.0941)  0.095
H (-1.8796, -8.6214, 0.5671)  0.088
H (-2.6967, -7.3838, -0.3737)  0.065
O (-2.4507, 11.4011, -4.9067)  0.101
C (-2.6631, 10.8594, -3.8566)  -0.534
O (-3.7366, 10.0579, -3.7436)  0.000
C (-3.9934, 9.2511, -2.5854)  -0.231
C (-4.6875, 10.0204, -1.4845)  -0.064
C (-1.7898, 11.1139, -2.6473)  0.008
H (-3.0725, 8.7770, -2.2413)  0.112
H (-4.6426, 8.4526, -2.9387)  0.123
H (-4.0751, 10.8469, -1.1191)  0.069
H (-4.9091, 9.3586, -0.6556)  0.047
H (-5.6200, 10.4474, -1.8545)  0.088
H (-2.0998, 12.0520, -2.1893)  0.095
H (-0.7625, 11.2123, -2.9891)  0.089
H (-1.8179, 10.3272, -1.8981)  0.065
O (7.4084, -1.6792, 0.7191)  0.087
C (7.1691, -2.3953, 1.6564)  -0.542
O (5.9655, -2.9721, 1.7495)  0.001
C (5.6244, -3.9622, 2.7402)  -0.236
C (5.2265, -3.3225, 4.0529)  -0.055
C (8.1761, -2.5906, 2.7695)  0.010
H (6.4339, -4.6824, 2.8569)  0.113
H (4.7843, -4.4964, 2.3264)  0.095
H (6.0426, -2.7457, 4.4910)  0.066
H (4.9254, -4.0905, 4.7645)  0.083
H (4.3916, -2.6383, 3.8976)  0.080
H (8.1195, -1.7366, 3.4429)  0.093
H (9.1678, -2.6242, 2.3251)  0.088
H (8.0390, -3.5046, 3.3413)  0.067
O (4.3569, -6.5354, 2.9416)  0.093
C (4.3161, -7.6419, 2.4727)  -0.506
O (4.7977, -8.6645, 3.1990)  0.007
C (4.6622, -10.0338, 2.8050)  -0.234
C (5.7426, -10.4576, 1.8317)  -0.065
C (3.8096, -7.8838, 1.0715)  0.021
H (3.6592, -10.2227, 2.4205)  0.114
H (4.7559, -10.5992, 3.7302)  0.123
H (5.6918, -9.8928, 0.9008)  0.067
H (5.6447, -11.5172, 1.5953)  0.082
H (6.7274, -10.2844, 2.2654)  0.084
H (4.6099, -7.6475, 0.3707)  0.098
H (2.9755, -7.2099, 0.8948)  0.093
H (3.4620, -8.8966, 0.8877)  0.069

* HOMO-LUMO gap: 9.76 eV
* relative energy (zero: lowest compared OMol25 entry of this formula, charge and spin): 0.0 kcal per mole

(5)
Here is a 2-piece molecular cluster, C4H12NO2 overall from OMol25. Energies are from the ωB97M-V functional and the def2-TZVPD basis.

Last column: natural (NBO) charge in e.
Cartesian coordinates (Å):
C (0.8691, -0.7545, 0.8654)  -0.221
N (0.2004, 0.3205, 0.1896)  -0.707
C (-0.2060, 0.1050, -1.2277)  0.127
O (-1.3278, -0.6397, -1.4165)  -0.995
C (2.3565, -0.5025, 1.0667)  -0.403
C (2.5755, 0.9003, 1.6579)  -0.618
H (0.3979, -0.8959, 1.8500)  0.165
H (0.7021, -1.6805, 0.2668)  0.188
H (-0.6237, 0.7089, 0.6287)  0.353
H (-0.4277, 1.0867, -1.6810)  0.097
H (0.7242, -0.3157, -1.6832)  0.067
H (2.8772, -0.5498, 0.0983)  0.189
H (2.7439, -1.3642, 1.6442)  0.181
H (3.6659, 0.9613, 1.7535)  0.182
H (2.1958, 1.6885, 1.0277)  0.235
H (2.3288, 1.0379, 2.7250)  0.187
H (-4.0010, 0.2046, -0.1891)  0.451
H (-3.2096, -0.0368, -1.4669)  0.526
O (-4.0011, 0.4281, -1.1165)  -1.002

* total charge: -1
* HOMO-LUMO gap: 6.72 eV
* relative energy (zero: lowest compared OMol25 entry of this formula, charge and spin): 16.0 kcal per mole

(6)
Here is C6H13IN as an isolated structure from OMol25. Energies are from the ωB97M-V functional and the def2-TZVPD basis.

Last column: natural (NBO) charge in e.
Cartesian coordinates (Å):
C (0.3397, -2.2699, -0.7687)  -0.358
C (1.2694, -1.5990, -0.1497)  -0.272
C (-1.9953, 1.0843, 0.6320)  -0.649
C (-0.8698, 0.3070, 1.3641)  -0.452
C (0.5740, 0.8941, 1.0621)  -0.314
C (1.3855, -0.1266, -0.4038)  -0.040
N (0.5341, 0.4045, -1.5080)  -0.759
I (3.3111, 0.6280, -0.9070)  0.243
H (0.3985, -3.3249, -0.7115)  0.241
H (-0.5434, -1.7327, -1.1282)  0.181
H (2.0470, -2.1057, 0.3428)  0.251
H (-2.9549, 1.0781, 1.1829)  0.260
H (-1.8190, 2.1368, 0.3317)  0.220
H (-2.2731, 0.4422, -0.2534)  0.188
H (-0.9279, 0.4651, 2.3669)  0.235
H (-1.0014, -0.8218, 1.0871)  0.227
H (1.2211, 0.9448, 1.9186)  0.241
H (0.3809, 1.8701, 0.5984)  0.188
H (-0.4317, 0.3748, -1.1695)  0.455
H (0.8046, -0.0462, -2.4122)  0.467
H (0.5504, 1.3967, -1.4746)  0.447

* total charge: +1
* HOMO-LUMO gap: 9.91 eV
* relative energy (zero: lowest compared OMol25 entry of this formula, charge and spin): 58.0 kcal per mole